C18H20ClFN2O | wB97M-V/def2-TZVPD

Properties
SMILES string: CN(CC(=O)NCCc1ccc(F)cc1)Cc1cccc(Cl)c1
Spin multiplicity: 1

Geometry as XYZ:
```
43
Properties=species:S:1:pos:R:3:forces:R:3:mulliken_charge:R:1
C -1.757 1.957 3.890 -0.10 -0.04 0.09 -1.020
N -1.120 2.362 2.650 0.02 -0.05 -0.18 -0.008
C 0.194 1.753 2.479 -0.02 0.05 0.08 -1.176
C 0.133 0.272 2.094 0.21 0.41 -0.18 0.748
O -0.225 -0.599 2.861 -0.18 -0.21 0.36 -0.663
N 0.477 0.026 0.810 0.22 -0.06 -0.30 -0.018
H 0.710 0.796 0.203 -0.05 0.04 0.19 0.281
C 0.406 -1.279 0.198 0.12 -0.08 0.04 -0.683
H -0.456 -1.332 -0.480 0.03 -0.07 0.07 0.244
H 0.258 -2.004 1.002 -0.04 0.04 -0.14 0.377
C 1.683 -1.588 -0.591 -0.31 -0.05 0.12 -0.978
C 1.537 -2.892 -1.320 0.11 0.11 -0.02 0.117
C 0.953 -2.927 -2.581 0.07 -0.10 0.11 -0.162
C 0.778 -4.124 -3.251 0.00 -0.25 -0.03 -0.637
C 1.196 -5.292 -2.640 0.02 0.12 0.07 0.368
C 1.776 -5.291 -1.385 -0.09 -0.16 -0.19 -0.604
C 1.941 -4.084 -0.731 -0.06 0.08 -0.12 -0.300
H 2.392 -4.068 0.250 0.06 0.00 0.12 0.387
H 2.090 -6.221 -0.938 0.02 -0.11 0.02 0.421
F 1.033 -6.465 -3.288 0.01 0.07 0.04 -0.328
H 0.329 -4.161 -4.230 -0.04 -0.03 -0.10 0.438
H 0.634 -2.006 -3.047 -0.03 0.13 -0.06 0.408
H 1.853 -0.781 -1.309 0.09 0.03 0.00 0.457
H 2.530 -1.625 0.095 0.02 0.08 -0.01 0.327
H 0.740 2.320 1.720 0.05 -0.08 0.07 0.297
H 0.723 1.841 3.430 0.04 -0.04 -0.10 0.538
C -2.009 2.139 1.515 -0.07 0.09 0.19 -0.941
C -1.403 2.615 0.225 0.01 0.06 -0.16 0.547
C -0.838 3.883 0.139 -0.06 -0.06 -0.01 -0.439
C -0.249 4.309 -1.038 0.00 0.01 0.01 -0.531
C -0.208 3.478 -2.147 0.01 -0.08 -0.07 -0.563
C -0.779 2.220 -2.060 -0.01 0.16 0.15 0.467
C -1.381 1.788 -0.890 -0.07 0.13 -0.06 -0.804
H -1.830 0.807 -0.848 -0.01 -0.13 0.01 0.362
Cl -0.721 1.152 -3.422 0.00 -0.12 -0.16 -0.214
H 0.259 3.801 -3.064 0.04 0.00 -0.09 0.455
H 0.188 5.294 -1.098 0.04 0.09 -0.01 0.395
H -0.856 4.522 1.008 0.02 0.08 0.12 0.434
H -2.302 1.080 1.421 -0.02 0.05 -0.02 0.367
H -2.919 2.718 1.711 0.00 -0.14 0.00 0.604
H -2.700 2.494 3.991 -0.04 0.04 0.04 0.335
H -1.110 2.232 4.722 -0.02 -0.03 0.09 0.328
H -1.953 0.880 3.938 -0.02 0.02 0.03 0.366
```
Forces are in eV/Å.



C22H33BrF4GeN4O3SeZr | wB97M-V/def2-TZVPD

Properties
Net charge: +2
Spin multiplicity: 1

Geometry as XYZ:
```
70
Properties=species:S:1:pos:R:3:forces:R:3:mulliken_charge:R:1
Zr 0.647 0.597 0.630 -2.43 -1.19 0.18 0.546
C 1.607 4.008 0.160 -0.06 0.11 -0.20 -1.264
C 0.396 3.372 -0.528 0.34 0.31 0.16 -0.311
N 0.715 2.100 -1.263 -0.26 0.02 -0.01 0.799
C 1.752 2.417 -2.335 0.41 -0.10 -0.11 -0.712
C 3.073 1.668 -2.327 -0.14 0.03 0.07 -1.105
C -0.482 1.642 -2.024 -0.39 -0.08 0.01 -1.549
C -1.706 1.310 -1.161 0.07 0.23 -0.06 -0.990
N -1.327 1.047 0.234 0.18 -0.03 -0.56 1.061
C -2.235 1.485 1.187 -0.60 0.28 0.67 -0.716
C -1.759 1.775 2.463 0.11 -0.08 -0.26 0.388
F -0.417 1.479 2.650 0.06 0.23 -0.30 -0.221
C -2.506 2.324 3.479 0.03 -0.01 0.04 -0.146
F -1.922 2.621 4.634 0.05 -0.06 0.02 -0.327
C -3.850 2.560 3.277 -0.05 -0.07 -0.10 -0.524
C -4.384 2.219 2.047 0.07 0.08 0.18 0.039
F -5.676 2.391 1.825 -0.06 -0.01 -0.05 -0.283
C -3.612 1.691 1.023 0.23 -0.13 -0.09 0.797
F -4.222 1.328 -0.108 -0.02 -0.01 -0.07 -0.347
H 2.167 4.653 -0.513 0.02 -0.04 -0.01 0.422
H 2.303 3.275 0.558 0.06 -0.04 0.05 0.236
H 1.273 4.628 0.990 -0.02 -0.01 0.00 0.419
H -0.029 4.099 -1.225 -0.13 -0.12 -0.07 0.617
H -0.367 3.162 0.223 -0.12 0.01 -0.10 0.136
H 1.966 3.482 -2.293 -0.13 0.02 0.04 0.371
H 1.281 2.236 -3.300 -0.09 0.05 0.03 0.396
H 3.629 1.976 -3.212 -0.05 -0.01 -0.02 0.473
H 2.935 0.589 -2.385 0.03 -0.04 0.05 0.212
H 3.684 1.915 -1.467 0.07 -0.04 0.10 0.245
H -0.184 0.777 -2.615 0.11 0.05 -0.03 0.543
H -0.783 2.419 -2.731 0.10 0.00 -0.05 0.493
H -2.232 0.458 -1.592 -0.06 0.05 -0.04 0.361
H -2.385 2.160 -1.201 -0.03 0.01 0.08 0.674
H -4.472 2.979 4.055 0.01 0.01 0.01 0.550
O 4.714 -4.703 -0.544 0.02 -0.14 -0.23 -0.499
C 3.922 -3.764 -0.061 -0.24 0.34 0.19 0.688
C 4.056 -3.184 1.206 0.07 -0.12 -0.01 -0.684
C 3.150 -2.230 1.604 -0.07 -0.05 0.08 -0.891
N 2.141 -1.806 0.830 -0.10 -0.06 -0.23 0.108
C 2.075 -2.338 -0.381 -0.10 0.19 0.28 0.303
Br 0.711 -1.513 -1.462 0.30 0.01 -0.15 0.079
C 2.887 -3.307 -0.893 0.09 -0.20 -0.20 -0.561
H 5.412 -4.973 0.065 0.03 0.03 0.10 0.335
H 4.861 -3.479 1.867 -0.03 0.00 0.03 0.391
H 3.217 -1.772 2.584 0.05 0.00 0.04 0.566
H 2.774 -3.712 -1.889 -0.02 0.04 0.00 0.537
O 2.710 0.510 0.266 1.99 0.93 -0.25 -0.124
N 3.011 0.975 1.385 0.94 -0.17 -0.21 0.131
O 1.966 1.364 2.015 0.29 0.31 0.63 -0.290
C 1.801 -0.710 5.086 -0.19 -0.30 0.21 -1.031
Ge 0.211 -1.866 5.070 0.07 -0.05 -0.20 0.560
C 0.423 -3.497 6.129 -0.05 0.21 -0.03 -1.206
C -1.349 -0.822 5.631 0.15 -0.20 -0.01 -1.035
C 0.003 -2.656 3.219 0.17 0.24 0.27 -1.230
Se -0.569 -1.631 1.647 -0.77 -0.78 0.71 0.573
C -2.428 -1.459 2.201 -0.02 0.13 -0.06 -1.065
H 1.802 -0.122 6.005 -0.01 0.00 0.00 0.446
H 1.791 -0.012 4.257 0.02 0.17 -0.21 0.069
H 2.726 -1.288 5.072 -0.01 -0.02 -0.06 0.376
H 0.663 -3.247 7.162 0.01 -0.01 0.00 0.385
H 1.218 -4.129 5.734 0.02 0.03 -0.01 0.378
H -0.506 -4.068 6.126 0.00 0.00 0.01 0.388
H -1.247 -0.653 6.704 -0.03 0.02 -0.01 0.448
H -2.292 -1.342 5.467 0.02 -0.02 -0.02 0.367
H -1.377 0.154 5.151 -0.01 0.07 -0.08 0.150
H -0.752 -3.440 3.279 -0.04 -0.01 -0.10 0.538
H 0.933 -3.148 2.936 0.03 0.04 -0.02 0.476
H -2.523 -0.818 3.072 0.00 0.00 -0.02 0.143
H -2.772 -2.464 2.435 0.07 -0.03 -0.02 0.558
H -3.004 -1.076 1.364 0.01 0.01 0.01 0.341
```
Forces are in eV/Å.



C4H32NO14S | wB97M-V/def2-TZVPD

Properties
Spin multiplicity: 2
Expectation value of S²: 0.757

Geometry as XYZ:
```
52
Properties=species:S:1:pos:R:3:forces:R:3:mulliken_charge:R:1
O 2.285 -0.668 -0.367 -0.31 -0.46 -0.63 -0.847
C 1.022 -0.704 -0.381 -0.65 1.18 -1.09 -0.511
N 0.223 -1.594 -0.839 -0.27 -1.70 -0.37 -0.182
C -2.310 -3.170 1.001 0.74 -2.10 -0.76 -0.279
O -2.640 -3.009 -0.147 -0.48 0.47 0.68 -0.495
C 0.364 0.665 0.041 1.17 -0.36 2.12 2.241
C 0.739 1.665 -1.000 -0.24 1.48 -1.05 -0.837
S -0.011 3.380 -0.947 2.15 -1.53 2.60 0.120
H 0.691 -2.519 -1.087 -0.30 1.64 0.54 0.249
H -1.312 -3.704 1.148 -0.95 0.81 0.53 0.343
H -3.013 -3.036 1.834 0.30 0.38 0.21 0.326
H -0.666 0.602 0.297 -1.00 -0.27 -0.36 0.027
H 0.877 0.965 0.958 -0.08 -0.24 0.11 -1.006
H 1.841 1.859 -0.970 -0.93 -0.31 -0.24 0.235
H 0.316 1.329 -1.904 0.37 -0.33 -1.52 0.344
H 0.834 3.534 0.214 -1.35 0.56 -1.34 0.284
H -2.788 1.238 -0.222 -1.12 0.58 0.93 0.320
H -3.518 0.124 0.143 -0.73 1.63 1.06 0.389
O -3.452 1.069 0.520 1.34 -2.18 -2.28 -0.729
H -2.226 0.527 3.158 2.77 5.99 3.07 0.411
H -3.209 0.143 2.061 0.39 0.61 0.14 0.369
O -2.616 -0.141 2.769 -3.65 -6.62 -2.59 -0.647
H -2.804 -0.412 -2.170 0.49 -2.18 -0.95 0.333
H -2.296 0.971 -2.573 2.28 1.50 -2.97 0.291
O -2.836 0.504 -2.026 -2.96 0.62 3.99 -0.600
H 2.711 -0.662 0.919 0.91 0.30 1.18 0.490
H 3.510 -1.485 1.835 3.22 -7.63 0.53 0.181
O 3.198 -0.691 1.830 -2.67 7.02 -0.44 -0.730
H -2.884 -2.724 -2.019 1.43 0.61 -0.55 0.408
H -1.475 -2.107 -2.039 3.52 0.53 3.22 0.413
O -2.188 -2.268 -2.553 -4.83 -0.85 -3.11 -0.713
H -0.708 0.008 -3.484 1.01 -1.52 0.23 0.216
H -0.593 1.049 -4.679 -0.47 -0.80 1.52 0.325
O -1.096 0.762 -3.868 -0.11 2.38 -2.09 -0.677
H 3.745 1.311 1.530 1.85 -3.66 0.74 0.293
H 2.317 1.887 2.055 1.04 -1.02 0.28 0.345
O 3.138 1.974 1.551 -3.00 5.01 -1.01 -0.629
H -1.233 -0.829 2.588 1.26 -2.36 -0.08 0.490
H -0.658 -1.766 1.543 0.48 -0.25 -0.68 0.079
O -0.471 -1.582 2.461 -2.17 1.85 0.18 -0.758
H 2.674 0.791 -2.989 1.85 0.16 0.87 0.389
H 1.714 -0.286 -3.289 0.19 0.86 -0.47 0.308
O 1.932 0.641 -3.539 -2.80 -1.35 -1.42 -0.664
H 3.740 1.374 -1.472 0.96 -1.61 -1.50 0.409
H 3.573 -0.046 -1.315 -0.61 -1.71 0.81 0.463
O 3.886 0.512 -2.006 1.05 3.72 1.16 -0.800
H 0.557 -0.368 2.915 -2.91 -3.31 -2.03 0.465
H 2.003 -0.122 2.940 3.91 -1.48 -1.77 0.334
O 1.211 0.102 3.301 -0.43 5.09 4.40 -0.760
H -0.059 1.329 3.177 2.39 -0.83 -0.25 0.418
H -1.147 1.877 2.088 0.79 -0.36 0.57 0.332
O -0.894 1.705 3.010 -2.84 2.04 -0.14 -0.777
```
Forces are in eV/Å.



C13H24CuO9S | wB97M-V/def2-TZVPD

Properties
Net charge: -2
Spin multiplicity: 2
Expectation value of S²: 0.753

Geometry as XYZ:
```
48
Properties=species:S:1:pos:R:3:forces:R:3:mulliken_charge:R:1
Cu 1.130 -0.408 0.156 0.88 -1.00 1.92 1.669
C 5.151 -2.091 0.335 -0.54 -0.83 -0.19 -0.750
C 3.988 -2.108 1.358 -0.02 1.18 1.23 0.372
O 2.991 -1.416 1.042 0.01 -0.25 -0.71 -0.591
O 4.200 -2.612 2.484 0.31 -0.57 -0.37 -0.767
H 5.394 -1.039 0.194 0.18 -0.07 -0.30 0.137
H 4.768 -2.556 -0.579 0.03 0.47 -0.24 0.203
H 6.010 -2.696 0.629 0.07 0.24 0.34 0.272
C -0.788 -4.340 -0.727 -0.44 -0.26 -0.67 -1.211
C -0.179 -3.161 0.025 2.16 -0.34 0.61 0.668
O 0.084 -3.337 1.214 -0.85 0.06 -0.01 -0.624
O 0.229 -2.183 -0.700 -0.76 0.66 0.07 -0.675
H -0.055 -4.861 -1.352 0.24 0.49 -0.10 0.285
H -1.575 -3.974 -1.396 -0.10 -0.27 0.03 0.228
H -1.133 -5.131 -0.061 -0.36 0.34 0.24 0.327
C 3.617 1.943 -1.999 0.30 -0.30 -0.33 -1.299
C 2.599 1.125 -1.239 -0.47 0.25 1.32 1.056
O 2.277 -0.026 -1.612 -0.18 -0.23 -0.67 -0.626
O 2.136 1.591 -0.166 -0.24 0.29 0.08 -0.754
H 4.563 1.410 -1.866 0.02 -0.03 -0.39 0.274
H 3.782 2.955 -1.637 -0.40 -0.02 0.29 0.296
H 3.332 1.990 -3.051 0.23 -0.17 -0.06 0.288
C -0.237 1.987 2.366 -0.61 -0.08 -0.10 -0.939
C -0.319 0.544 2.845 1.02 -1.48 -0.16 0.459
C -1.729 -0.067 2.698 -0.04 0.41 -0.03 -0.879
O 0.654 -0.269 2.290 -0.12 0.46 -2.07 -0.753
H 0.737 2.407 2.613 -0.18 0.26 0.27 0.310
H -1.121 2.527 2.744 0.40 0.43 0.28 0.413
H -0.313 2.024 1.280 0.13 -0.17 0.02 -0.178
H -0.072 0.472 3.926 -0.33 0.58 0.16 0.348
H -2.188 0.261 1.758 -0.06 -0.10 0.05 -0.256
H -2.363 0.236 3.543 -0.16 0.00 -0.11 0.482
H -1.630 -1.152 2.679 0.04 0.00 0.02 0.244
C -3.882 1.826 -0.508 -0.61 -0.17 0.76 -0.513
C -4.063 0.945 -1.740 0.29 0.70 -1.09 -0.591
C -2.677 0.465 -2.179 -0.04 -0.51 -0.02 -0.684
S -1.398 1.473 -1.361 -1.40 -1.44 -1.07 0.984
O -0.595 2.033 -2.414 0.28 0.68 0.52 -0.835
O -0.889 0.588 -0.354 0.19 0.76 0.15 -0.294
C -2.617 2.640 -0.671 0.53 0.46 -0.45 -0.714
H -3.863 1.209 0.394 0.33 0.08 0.04 0.202
H -4.711 2.525 -0.371 -0.11 -0.13 -0.09 0.404
H -4.456 1.592 -2.535 0.04 -0.01 -0.02 0.264
H -4.782 0.130 -1.681 0.08 -0.05 0.53 0.361
H -2.525 0.488 -3.256 0.04 0.28 0.01 0.397
H -2.455 -0.556 -1.866 0.03 0.06 0.21 0.205
H -2.722 3.392 -1.459 -0.13 -0.16 -0.15 0.398
H -2.305 3.203 0.206 0.32 -0.51 0.22 0.387
```
Forces are in eV/Å.



Results for total energy: -1442.738151; -8801.152604; -1677.642918; -3225.568793 (in Ha, following the order of the records).
Results for strongest force on any atom: 0.49; 2.71; 8.29; 2.34 (in eV/Å, following the order of the records).